Record 1
Entry from OMol25: one molecule with the formula C5H10N6O4 (ωB97M-V with the def2-TZVPD basis set).

The net charge is 0. The value obtained for the frontier orbital gap (alpha / beta) is 6.88 / 6.93 eV.

Geometry (Å):
C (-1.0162, 0.1850, -1.1393)
C (-0.3758, 1.1431, -0.2480)
C (1.0051, -0.4998, 0.5961)
C (-2.2184, 0.6953, -1.9416)
C (0.3975, -2.8108, 0.0153)
N (-0.6775, -1.0329, -1.0063)
N (0.3479, -1.3471, -0.2256)
N (0.6521, 2.0016, -0.6065)
N (2.2639, -0.0436, 0.3683)
N (-1.1209, 1.5877, 0.9049)
N (0.7659, -0.6137, 1.9755)
O (-2.2966, 1.2693, 1.0311)
O (-0.4290, 2.3062, 1.6469)
O (-0.2419, -1.2235, 2.3222)
O (1.5437, 0.0032, 2.7135)
H (-3.1315, 0.6594, -1.3830)
H (-2.1152, 0.1333, -2.8687)
H (-2.0293, 1.8019, -2.1665)
H (1.3839, -2.8747, 0.5189)
H (-0.4514, -3.1044, 0.7048)
H (0.3538, -3.2105, -0.9742)
H (1.3835, 1.5420, -1.0652)
H (0.8622, 2.6414, 0.0707)
H (2.6684, 0.3893, 1.2354)
H (2.4758, 0.4024, -0.4787)

The computed Löwdin charges, all in e, follow:
1. C -0.28
2. C -0.19
3. C -0.36
4. C -0.01
5. C 0.00
6. N 0.15
7. N -0.17
8. N 0.18
9. N 0.18
10. N -0.32
11. N -0.32
12. O 0.11
13. O 0.05
14. O 0.08
15. O 0.05
16. H 0.06
17. H 0.08
18. H 0.11
19. H 0.10
20. H 0.10
21. H 0.07
22. H 0.07
23. H 0.07
24. H 0.13
25. H 0.07



Record 2
Entry from OMol25: C39H38KN2PS2 as an isolated structure (ωB97M-V with the def2-TZVPD basis set).

The net charge is 0. The value obtained for the frontier orbital gap is 3.98 eV.

Geometry (Å):
K (1.6852, -0.6039, -0.5910)
C (2.3782, -4.9308, -4.1050)
C (2.1970, -5.5157, -2.7280)
C (2.7623, -6.7646, -2.4663)
C (2.6326, -7.3923, -1.2384)
C (1.9231, -6.7695, -0.2232)
C (1.3759, -5.5189, -0.4578)
C (1.4931, -4.8771, -1.6939)
P (0.6803, -3.2192, -1.7125)
C (-1.0130, -3.6688, -2.2839)
C (-1.2743, -4.8657, -2.9477)
C (-2.5573, -5.1998, -3.3562)
C (-3.6063, -4.3302, -3.1004)
C (-3.3588, -3.1342, -2.4445)
C (-2.0747, -2.7876, -2.0329)
C (-1.8410, -1.4487, -1.3837)
C (1.3248, -2.2053, -3.0677)
C (0.4716, -1.6967, -4.0597)
C (0.8807, -0.7555, -4.9797)
C (2.2101, -0.2948, -4.9000)
C (3.0760, -0.7668, -3.9527)
C (2.7017, -1.7593, -2.9767)
C (3.6028, -2.2047, -2.0091)
H (2.6765, -5.7133, -4.8037)
H (3.1526, -4.1616, -4.0916)
H (1.4726, -4.4586, -4.4789)
H (3.3126, -7.2574, -3.2602)
H (3.0844, -8.3632, -1.0768)
H (1.8072, -7.2455, 0.7423)
H (0.8434, -5.0126, 0.3407)
H (-0.4634, -5.5578, -3.1336)
H (-2.7347, -6.1364, -3.8697)
H (-4.6135, -4.5793, -3.4106)
H (-4.1770, -2.4494, -2.2501)
H (-2.7864, -0.9453, -1.1763)
H (-1.2597, -0.7973, -2.0427)
H (-1.2867, -1.5469, -0.4472)
H (-0.5491, -2.0609, -4.1119)
H (0.2016, -0.3861, -5.7359)
H (2.5609, 0.4460, -5.6113)
H (4.0966, -0.3991, -3.9246)
H (4.6401, -1.8967, -2.0565)
H (3.3842, -3.0667, -1.3900)
S (1.1394, 0.1773, 2.2747)
C (0.0786, 1.4320, 2.4628)
N (-0.0806, 2.1014, 3.6001)
C (-0.9979, 3.2388, 3.6742)
C (-2.2754, 2.8446, 3.0007)
N (-1.9639, 2.4883, 1.6180)
C (-3.0030, 2.8390, 0.6427)
C (-3.1474, 4.3346, 0.5128)
C (-2.0552, 5.0958, 0.1005)
C (-2.1663, 6.4725, -0.0088)
C (-3.3703, 7.1020, 0.2892)
C (-4.4604, 6.3489, 0.6962)
C (-4.3459, 4.9678, 0.8112)
C (-0.8274, 1.8765, 1.2854)
S (-0.3801, 1.5726, -0.2727)
C (0.6502, 1.7966, 4.8360)
C (1.5484, 2.9425, 5.2303)
C (1.2871, 3.7031, 6.3618)
C (2.1139, 4.7677, 6.7017)
C (3.2039, 5.0781, 5.9038)
C (3.4704, 4.3204, 4.7686)
C (2.6483, 3.2567, 4.4338)
H (-0.5655, 4.1146, 3.1840)
H (-1.1559, 3.4863, 4.7214)
H (-2.9683, 3.6843, 2.9824)
H (-2.7546, 2.0066, 3.5157)
H (-3.9397, 2.3896, 0.9802)
H (-2.7295, 2.3899, -0.3078)
H (-1.1220, 4.6005, -0.1456)
H (-1.3156, 7.0564, -0.3361)
H (-3.4565, 8.1772, 0.2015)
H (-5.4005, 6.8327, 0.9266)
H (-5.1990, 4.3788, 1.1295)
H (1.2240, 0.8918, 4.6631)
H (-0.0877, 1.6013, 5.6166)
H (0.4377, 3.4571, 6.9902)
H (1.9048, 5.3517, 7.5884)
H (3.8493, 5.9062, 6.1662)
H (4.3247, 4.5566, 4.1475)
H (2.8556, 2.6591, 3.5527)

The computed Löwdin charges, all in e, follow:
1. K 0.53
2. C -0.04
3. C -0.26
4. C -0.05
5. C -0.09
6. C -0.10
7. C -0.12
8. C -0.34
9. P 1.05
10. C -0.31
11. C -0.07
12. C -0.08
13. C -0.09
14. C -0.06
15. C -0.29
16. C -0.09
17. C -0.42
18. C -0.14
19. C -0.13
20. C -0.12
21. C -0.08
22. C -0.47
23. C -0.14
24. H 0.08
25. H 0.08
26. H 0.07
27. H 0.11
28. H 0.10
29. H 0.10
30. H 0.09
31. H 0.10
32. H 0.10
33. H 0.10
34. H 0.10
35. H 0.07
36. H 0.06
37. H 0.05
38. H 0.10
39. H 0.08
40. H 0.09
41. H 0.10
42. H 0.03
43. H 0.01
44. S 0.68
45. C -0.70
46. N -0.11
47. C -0.10
48. C -0.10
49. N -0.11
50. C -0.12
51. C -0.22
52. C -0.03
53. C -0.07
54. C -0.08
55. C -0.08
56. C -0.05
57. C -0.69
58. S 0.71
59. C -0.12
60. C -0.22
61. C -0.05
62. C -0.08
63. C -0.08
64. C -0.07
65. C -0.03
66. H 0.15
67. H 0.13
68. H 0.13
69. H 0.14
70. H 0.13
71. H 0.08
72. H 0.10
73. H 0.11
74. H 0.10
75. H 0.10
76. H 0.11
77. H 0.07
78. H 0.13
79. H 0.11
80. H 0.10
81. H 0.10
82. H 0.11
83. H 0.11



Record 3
Entry from OMol25: C20H39Cl3EuN3O3Si as an isolated structure (ωB97M-V with the def2-TZVPD basis set).

The net charge is 0. As for the spin multiplicity: 7. Its expectation value of S² is 12.01. The value obtained for the frontier orbital gap (alpha / beta) is 6.85 / 7.91 eV.

Geometry (Å):
C (-7.0513, -0.2218, -0.5428)
C (-7.4973, -1.0989, -1.6676)
H (-7.2418, 0.8304, -0.8024)
H (-5.9867, -0.3920, -0.3625)
H (-7.6161, -0.4018, 0.3940)
C (-8.6849, -0.9536, -2.2764)
C (-9.6057, 0.1991, -2.0831)
H (-9.0355, -1.7459, -2.9399)
H (-9.0916, 1.1748, -2.0641)
H (-10.1751, 0.0957, -1.1487)
H (-10.3023, 0.1864, -2.9364)
Eu (-3.3767, -2.7690, -0.9036)
Cl (-3.9940, -2.4950, 1.5575)
Cl (-3.6444, -5.2895, -1.7641)
C (-0.7644, -3.8385, -2.4108)
O (-1.1307, -2.6516, -2.2144)
N (-0.0081, -4.2558, -3.4412)
C (0.2862, -3.3189, -4.5217)
C (0.0415, -5.6897, -3.7385)
H (-1.1922, -4.6520, -1.8024)
H (0.7966, -2.4317, -4.1382)
H (-0.6272, -2.9962, -5.0430)
H (0.9392, -3.8413, -5.2203)
H (0.3504, -6.2420, -2.8407)
H (0.7695, -5.8227, -4.5459)
H (-0.9568, -6.0492, -4.0309)
H (-2.2006, 4.9363, 0.6984)
H (-3.8853, 2.5213, -1.2514)
C (-2.2034, 5.1448, -0.3866)
C (-3.5501, 3.4697, -1.6927)
N (-2.2518, 3.9082, -1.1796)
H (-1.2837, 5.7047, -0.6161)
C (-1.2228, 3.0182, -1.0854)
O (-1.2621, 1.8588, -1.4950)
H (-3.5442, 3.3113, -2.7831)
H (-0.3038, 3.4807, -0.6430)
H (-3.0779, 5.7290, -0.6820)
H (-4.2441, 4.2701, -1.4479)
O (-5.3765, -2.3855, -1.4835)
C (-6.6473, -2.3597, -2.0077)
C (-7.2846, -2.2574, -4.6138)
C (-6.8344, -2.9362, -3.4614)
H (-7.4791, -1.1781, -4.6509)
C (-7.5835, -2.9412, -5.8078)
H (-7.1345, -3.1216, -1.4297)
C (-6.6834, -4.3185, -3.5767)
H (-7.9286, -2.3808, -6.6864)
C (-7.4563, -4.3266, -5.8794)
C (-6.9938, -5.0047, -4.7477)
H (-6.3519, -4.8580, -2.6905)
H (-7.7389, -4.8882, -6.7768)
H (-6.8441, -6.0773, -4.7407)
Si (-4.2901, -0.3073, -5.0255)
Cl (-5.7455, 0.5045, -3.8941)
C (-4.9190, 0.0499, -6.7383)
C (-3.8741, -2.1492, -4.8767)
C (-2.8141, 0.2497, -3.9405)
H (-4.8318, -0.8875, -7.3167)
H (-4.3418, 0.8151, -7.2696)
H (-5.9803, 0.3290, -6.8180)
H (-3.1106, 0.7277, -2.9829)
H (-2.1508, 0.9390, -4.4729)
H (-2.2649, -0.6773, -3.6543)
H (-4.6007, -2.8321, -5.3004)
H (-3.6491, -2.4862, -3.8615)
H (-2.9328, -2.2428, -5.4398)
N (-1.7715, -0.6620, -0.2835)
H (-2.2233, -0.2172, 0.5078)
H (-1.3808, 0.1001, -0.8468)
H (-0.9873, -1.1903, 0.0952)

The computed Löwdin charges, all in e, follow:
1. C -0.06
2. C -0.27
3. H 0.07
4. H 0.05
5. H 0.10
6. C -0.16
7. C -0.10
8. H 0.11
9. H 0.07
10. H 0.08
11. H 0.07
12. Eu 1.40
13. Cl -0.31
14. Cl -0.23
15. C -0.36
16. O -0.17
17. N -0.17
18. C -0.03
19. C -0.03
20. H 0.05
21. H 0.10
22. H 0.09
23. H 0.08
24. H 0.10
25. H 0.09
26. H 0.10
27. H 0.09
28. H 0.09
29. C -0.05
30. C -0.04
31. N -0.19
32. H 0.09
33. C -0.30
34. O -0.03
35. H 0.09
36. H 0.15
37. H 0.08
38. H 0.08
39. O -0.48
40. C -0.36
41. C -0.11
42. C -0.16
43. H 0.06
44. C -0.10
45. H 0.13
46. C -0.06
47. H 0.10
48. C -0.10
49. C -0.08
50. H 0.08
51. H 0.10
52. H 0.10
53. Si 0.15
54. Cl 0.47
55. C -0.22
56. C -0.19
57. C -0.23
58. H 0.04
59. H 0.03
60. H 0.03
61. H 0.00
62. H 0.03
63. H 0.01
64. H 0.02
65. H -0.01
66. H 0.03
67. N -0.04
68. H 0.01
69. H 0.00
70. H 0.03